Entry 1:
A 3-piece molecular cluster, C4H8O2S2 overall, computed with ωB97M-V/def2-TZVPD.

For the HOMO energy, the calculation gives -8.33 eV. The energy above the lowest of the compared OMol25 structures with the same formula, charge and spin comes out at 138.4 kcal per mole.

Element x y z (Å)
1 C 2.18 -1.60 0.95
2 C 2.28 0.43 -1.25
3 O 2.75 1.03 -0.29
4 O 2.57 -0.65 -1.75
5 C 1.60 -0.70 1.74
6 S -1.19 1.20 -0.04
7 S -2.20 -0.37 0.56
8 C -3.64 -0.24 -0.53
9 H 3.24 -1.54 0.77
10 H 1.54 -2.29 0.43
11 H 1.40 1.00 -1.75
12 H 2.14 0.00 2.36
13 H 0.53 -0.54 1.70
14 H -4.25 -1.13 -0.37
15 H -3.31 -0.25 -1.57
16 H -4.21 0.65 -0.29

---

Entry 2:
A 2-piece molecular cluster, C5H10FNO7S2 overall, computed with ωB97M-V/def2-TZVPD.

As for the SMILES: O=S1(=O)C[C@H](S(=O)(=O)F)CCO1.C[N+](=O)[O-]. For the HOMO energy, the calculation gives -11.24 eV.

Element x y z (Å)
1 O 3.21 -2.13 0.68
2 S 3.04 -1.97 -0.87
3 O 3.84 -3.01 -1.69
4 C 1.21 -2.18 -1.40
5 C 0.41 -0.96 -0.58
6 S -1.45 -1.02 -0.84
7 O -2.23 0.04 0.03
8 O -1.93 -2.49 -0.55
9 F -1.87 -0.69 -2.50
10 C 1.04 0.45 -1.20
11 C 2.64 0.64 -0.92
12 O 3.50 -0.42 -1.46
13 H 1.18 -1.95 -2.57
14 H 0.78 -3.24 -1.14
15 H 0.72 -1.12 0.56
16 H 0.85 0.56 -2.37
17 H 0.46 1.33 -0.65
18 H 2.96 1.65 -1.47
19 H 2.84 0.86 0.24
20 C -3.58 2.15 2.33
21 N -2.33 2.33 3.11
22 O -2.33 1.94 4.28
23 O -1.37 2.86 2.52
24 H -4.33 1.68 2.97
25 H -3.91 3.14 2.01
26 H -3.35 1.52 1.47

---

Entry 3:
C30H40IrNO3P2S as an isolated structure, computed with ωB97M-V/def2-TZVPD.

For the HOMO energy, the calculation gives -14.07 eV. The energy above the lowest of the compared OMol25 structures with the same formula, charge and spin comes out at 15.3 kcal per mole. Its total charge is +2.

Element x y z (Å)
1 Ir 0.57 0.30 0.00
2 S 4.93 1.26 -0.43
3 C 4.76 -0.46 -0.66
4 C 5.76 -1.41 -0.84
5 C 5.37 -2.72 -1.03
6 C 4.01 -3.08 -1.06
7 C 3.02 -2.13 -0.88
8 C 3.41 -0.81 -0.66
9 N 2.58 0.29 -0.49
10 C 3.24 1.41 -0.35
11 C 2.44 2.58 -0.05
12 C 2.87 3.90 -0.05
13 C 1.97 4.90 0.27
14 C 0.66 4.58 0.60
15 C 0.23 3.26 0.60
16 C 1.11 2.25 0.26
17 H 6.80 -1.14 -0.85
18 H 6.12 -3.49 -1.17
19 H 3.74 -4.11 -1.24
20 H 1.98 -2.40 -0.94
21 H 3.89 4.14 -0.31
22 H 2.30 5.93 0.27
23 H -0.04 5.37 0.85
24 H -0.80 3.05 0.84
25 C -4.62 0.48 -0.06
26 C -3.19 0.99 0.12
27 C -3.03 2.32 -0.64
28 C -2.94 1.21 1.61
29 P -1.86 -0.17 -0.49
30 C -1.61 0.07 -2.27
31 C -2.66 0.25 -3.17
32 C -2.41 0.44 -4.51
33 C -1.10 0.47 -4.98
34 C -0.04 0.29 -4.11
35 C -0.30 0.09 -2.76
36 C -2.25 -1.97 -0.27
37 C -3.44 -2.44 -1.10
38 C -0.99 -2.69 -0.78
39 C -2.48 -2.29 1.21
40 H -5.29 1.27 0.27
41 H -4.83 -0.39 0.56
42 H -4.88 0.25 -1.09
43 H -3.61 3.08 -0.12
44 H -3.40 2.25 -1.66
45 H -2.00 2.66 -0.69
46 H -3.64 1.96 1.98
47 H -1.93 1.55 1.81
48 H -3.10 0.30 2.20
49 H -3.69 0.23 -2.82
50 H -3.23 0.57 -5.20
51 H -0.91 0.62 -6.04
52 H 0.98 0.30 -4.46
53 H 0.56 -0.10 -2.11
54 H -3.33 -2.19 -2.16
55 H -4.39 -2.06 -0.74
56 H -3.48 -3.53 -1.03
57 H -0.88 -2.58 -1.86
58 H -1.05 -3.75 -0.55
59 H -0.08 -2.29 -0.31
60 H -3.40 -1.84 1.58
61 H -1.65 -1.95 1.84
62 H -2.58 -3.37 1.32
63 C 1.00 -2.92 2.31
64 O 0.47 -1.60 2.58
65 P 1.07 -0.23 2.08
66 O 2.64 -0.39 2.15
67 C 3.32 -0.67 3.40
68 O 0.78 0.70 3.29
69 C -0.16 1.70 3.69
70 H 0.88 -3.49 3.22
71 H 2.05 -2.86 2.03
72 H 0.42 -3.38 1.51
73 H 4.20 -1.26 3.15
74 H 2.68 -1.22 4.08
75 H 3.61 0.28 3.85
76 H 0.28 2.19 4.55
77 H -1.10 1.23 3.98
78 H -0.30 2.43 2.89

---

Entry 4:
A 2-piece molecular cluster, C4H7NO overall, computed with ωB97M-V/def2-TZVPD.

As for the SMILES: C=CON.C#C. For the HOMO energy, the calculation gives -8.54 eV. The energy above the lowest of the compared OMol25 structures with the same formula, charge and spin comes out at 169.9 kcal per mole.

Element x y z (Å)
1 C 1.97 -0.65 0.56
2 C 0.93 0.03 1.03
3 O -0.57 -0.10 0.45
4 N -1.12 -1.35 -0.01
5 H 2.94 -0.57 1.05
6 H 1.92 -1.23 -0.35
7 H 0.89 0.61 1.94
8 H -0.40 -2.06 0.12
9 H -1.83 -1.55 0.69
10 C -0.75 1.48 -0.96
11 C -1.70 1.79 -1.66
12 H 0.30 1.56 -0.65
13 H -2.58 2.03 -2.21

---

Entry 5:
A 4-piece molecular cluster, C5H10O overall, computed with ωB97M-V/def2-TZVPD.

For the HOMO energy, the calculation gives -9.62 eV. The energy above the lowest of the compared OMol25 structures with the same formula, charge and spin comes out at 134.5 kcal per mole.

Element x y z (Å)
1 C 1.70 0.90 -0.26
2 C 0.45 1.06 -1.11
3 C -0.60 0.00 -1.27
4 C -0.94 1.03 -0.57
5 C -1.08 -0.62 1.75
6 O -0.03 -0.98 2.24
7 H 2.01 1.85 0.17
8 H 1.53 0.22 0.57
9 H 2.53 0.49 -0.86
10 H 0.62 1.70 -1.98
11 H -0.95 -0.84 -1.85
12 H -0.34 -2.94 -0.36
13 H -1.76 1.66 -0.24
14 H -1.55 0.33 2.05
15 H -1.71 -1.25 1.12
16 H 0.11 -2.62 0.58

---

Entry 6:
A 4-piece molecular cluster, C25H40ClN2O6S3 overall, computed with ωB97M-V/def2-TZVPD.

For the HOMO energy, the calculation gives -11.16 eV. The energy above the lowest of the compared OMol25 structures with the same formula, charge and spin comes out at 0.0 kcal per mole. Its total charge is +1.

Element x y z (Å)
1 C 1.78 -3.01 -2.20
2 C 0.73 -3.45 -3.35
3 Cl 1.52 -4.88 -4.24
4 C 0.38 -2.32 -4.43
5 N -0.16 -1.05 -3.86
6 C 0.49 -0.04 -2.97
7 C -0.55 1.08 -2.68
8 N -1.79 0.74 -3.39
9 C -1.48 -0.51 -4.05
10 C -2.75 -1.09 -4.87
11 C -3.80 -1.56 -3.71
12 C -5.19 -0.86 -3.47
13 C -6.06 -1.42 -2.28
14 C -5.53 -2.62 -1.39
15 C -4.15 -3.32 -1.64
16 C -3.29 -2.77 -2.82
17 H 1.17 -2.78 -1.25
18 H 2.47 -2.15 -2.53
19 H 2.45 -3.91 -1.97
20 H -0.19 -3.89 -2.82
21 H -0.42 -2.77 -5.13
22 H 1.31 -2.13 -5.10
23 H 1.57 -0.10 -2.56
24 H -0.49 2.02 -2.03
25 H -2.70 1.21 -3.45
26 H -2.44 -2.02 -5.46
27 H -3.24 -0.28 -5.54
28 H -5.55 0.03 -4.12
29 H -7.08 -0.96 -1.99
30 H -6.15 -3.00 -0.50
31 H -3.72 -4.18 -1.02
32 H -2.26 -3.25 -3.05
33 C 1.92 3.27 2.06
34 C 0.42 2.97 1.88
35 C -0.10 3.90 0.78
36 S 1.28 4.23 -0.29
37 O 1.61 5.64 -0.20
38 O 1.08 3.57 -1.56
39 C 2.49 3.32 0.65
40 H 2.41 2.52 2.67
41 H 2.05 4.24 2.55
42 H 0.29 1.93 1.59
43 H -0.13 3.12 2.82
44 H -0.90 3.42 0.21
45 H -0.45 4.85 1.19
46 H 3.46 3.81 0.59
47 H 2.56 2.31 0.22
48 C 5.54 7.70 3.41
49 C 6.86 6.94 3.45
50 C 6.53 5.46 3.63
51 S 4.92 5.21 2.91
52 O 3.99 4.86 3.95
53 O 5.05 4.43 1.70
54 C 4.64 6.92 2.46
55 H 5.67 8.73 3.07
56 H 5.09 7.73 4.41
57 H 7.40 7.09 2.50
58 H 7.51 7.30 4.25
59 H 7.26 4.82 3.13
60 H 6.47 5.19 4.69
61 H 3.58 7.16 2.57
62 H 4.95 7.05 1.42
63 C -2.51 -6.57 3.53
64 C -4.00 -6.86 3.35
65 C -4.52 -5.94 2.24
66 S -3.12 -5.61 1.18
67 O -2.80 -4.20 1.27
68 O -3.32 -6.27 -0.09
69 C -1.93 -6.52 2.13
70 H -2.02 -7.32 4.15
71 H -2.39 -5.60 4.02
72 H -4.13 -7.91 3.05
73 H -4.56 -6.72 4.28
74 H -5.31 -6.42 1.66
75 H -4.88 -4.99 2.65
76 H -0.96 -6.02 2.08
77 H -1.85 -7.52 1.70

---

| no. | frontier orbital gap (eV) |
| --- | --- |
| 1 | 3.78 |
| 2 | 9.80 |
| 3 | 7.40 |
| 4 | 9.43 |
| 5 | 10.43 |
| 6 | 8.37 |